{
  "formula": "C19H24N2O3S",
  "method": "ωB97M-V with the def2-TZVPD basis set",
  "elements": ["C", "O", "C", "C", "C", "C", "C", "N", "S", "O", "O", "C", "C", "C", "C", "C", "C", "C", "C", "C", "H", "H", "H", "H", "H", "H", "H", "H", "H", "H", "H", "H", "H", "H", "H", "C", "C", "C", "N", "C", "H", "H", "H", "H", "H", "H", "H", "H", "H"],
  "xyz": [[-5.65643, -2.90374, 1.29773], [-5.55622, -1.46527, 1.28427], [-4.32765, -0.88609, 1.24251], [-4.29822, 0.53266, 1.24302], [-3.09378, 1.19976, 1.17520], [-1.88322, 0.47626, 1.08111], [-0.59663, 1.14959, 0.88890], [0.49898, 0.46323, 0.94993], [1.98946, 1.26117, 1.10491], [2.26523, 1.97867, -0.12246], [2.01458, 1.94689, 2.37278], [3.16195, -0.09544, 1.19368], [3.64500, -0.54131, 2.43130], [4.63562, -1.52053, 2.46068], [5.16980, -2.04281, 1.27949], [6.25174, -3.07831, 1.32978], [4.67857, -1.57826, 0.05721], [3.68976, -0.60152, 0.00338], [-1.90411, -0.92636, 1.17054], [-3.11061, -1.61641, 1.23673], [-6.72879, -3.09476, 1.30483], [-5.20012, -3.34362, 0.40214], [-5.19214, -3.32216, 2.19933], [-5.24315, 1.06575, 1.30152], [-3.05317, 2.29061, 1.16324], [-0.63938, 2.24426, 0.74447], [3.24758, -0.11644, 3.35190], [5.01131, -1.87899, 3.41804], [6.54972, -3.36657, 0.31950], [7.13870, -2.70602, 1.85448], [5.91702, -3.97737, 1.85848], [5.08832, -1.97863, -0.86776], [3.33056, -0.22018, -0.95032], [-0.95443, -1.46343, 1.14507], [-3.11524, -2.70637, 1.29352], [-1.82270, 2.75966, -3.70543], [-0.29511, 2.65083, -3.92723], [0.25291, 1.86356, -2.72005], [-0.83042, 1.74651, -1.74730], [-2.11417, 2.04803, -2.36639], [-2.11407, 3.81141, -3.63897], [-2.39094, 2.29478, -4.51553], [-0.04933, 2.13294, -4.85818], [0.15243, 3.64784, -3.95637], [0.59550, 0.85475, -3.01901], [1.11675, 2.35496, -2.25741], [-0.81709, 0.84098, -1.29087], [-2.71184, 2.69313, -1.70857], [-2.70251, 1.12235, -2.50785]],
  "forces_ev_per_a": [[0.118, 0.608, 0.006], [0.280, -0.249, -0.036], [0.681, 0.036, 0.160], [-0.208, -0.757, 0.083], [0.700, -0.267, -0.363], [-0.265, -0.481, -0.107], [0.937, 0.281, 0.839], [0.059, 0.492, 0.435], [-0.415, -0.013, -0.634], [-0.082, -0.258, 0.635], [-0.063, -0.225, -0.371], [0.118, 0.029, 0.003], [-0.197, 0.013, -0.292], [-0.158, 0.198, -0.068], [-0.307, 0.227, 0.009], [0.181, -0.190, -0.028], [-0.025, 0.061, 0.089], [-0.198, 0.044, 0.252], [-0.378, 0.218, -0.250], [-0.555, 0.366, 0.071], [0.162, -0.090, 0.002], [-0.077, 0.117, 0.151], [-0.080, 0.091, -0.156], [0.152, -0.087, -0.020], [-0.103, -0.281, -0.035], [0.238, -0.461, 0.258], [0.085, -0.079, -0.241], [-0.074, 0.105, -0.156], [0.024, -0.027, 0.122], [-0.138, -0.019, -0.080], [0.025, 0.115, -0.076], [-0.061, 0.084, 0.136], [0.079, -0.065, 0.205], [-0.313, 0.155, 0.018], [0.001, 0.390, -0.049], [0.105, -0.068, 0.178], [-0.047, -0.082, 0.287], [0.543, -0.431, -0.100], [0.017, 0.173, 0.073], [-0.509, -0.354, 0.007], [-0.047, -0.170, -0.104], [0.079, 0.142, 0.078], [-0.047, 0.172, 0.085], [-0.030, -0.161, -0.102], [-0.067, 0.328, -0.108], [-0.183, -0.057, -0.145], [-0.103, 0.207, -0.443], [0.052, -0.090, -0.080], [0.096, 0.309, -0.139]],
  "nbo_charge": [-0.256, -0.490, 0.345, -0.273, -0.136, -0.204, 0.194, -0.743, 2.274, -0.944, -0.931, -0.363, -0.156, -0.221, 0.005, -0.632, -0.229, -0.115, -0.072, -0.338, 0.206, 0.184, 0.184, 0.231, 0.223, 0.213, 0.242, 0.215, 0.216, 0.225, 0.224, 0.212, 0.232, 0.232, 0.223, -0.417, -0.418, -0.222, -0.642, -0.216, 0.207, 0.209, 0.209, 0.209, 0.165, 0.217, 0.369, 0.180, 0.173],
  "homo_energy_ev": -8.29,
  "charge": 0,
  "energy_ev": -40048.77748,
  "smiles": "COc1ccc(/C=N/S(=O)(=O)c2ccc(C)cc2)cc1.C1CCNC1",
  "homo_lumo_gap_ev": 8.3
}